Entry from the OMol25 dataset: the molecule C2H5NO in a non-equilibrium geometry (ωB97M-V/def2-TZVPD).

**Calculated total energy**: -209.09251 Ha
**Energy above the lowest of the compared OMol25 structures with the same formula, charge and spin**: 340.8 kJ/mol
**2S+1**: 1
**SMILES**: C/N=C\O
**Kohn-Sham gap**: 11.11 eV

Atoms and positions in Å:
C -1.25181 -0.27132 0.04763
N -0.46253 0.95817 0.00321
C 0.85555 0.81029 0.06372
O 2.19129 -0.32272 -0.07452
H -1.71156 -0.47457 -0.96007
H -0.66371 -1.17058 0.20260
H -2.07984 -0.09677 0.67924
H 1.46094 1.64550 -0.02422
H 1.66168 -1.07799 0.06242

Cartesian forces (eV/Å) of the 2 atoms listed first:
0.0 -0.1 -2.5
5.7 -2.6 0.6

These are the natural (NBO) partial charges, in e, on atoms 1 to 6: atom 1 (C): -0.454, atom 2 (N): -0.408, atom 3 (C): 0.389, atom 4 (O): -0.745, atom 5 (H): 0.209, atom 6 (H): 0.182